[1]
48
Properties=species:S:1:pos:R:3 method="wB97M-V/def2-TZVPD" total_charge=+2 multiplicity=6 s2=8.781 homo_ha="-0.38767 / -0.53067"
C 1.40 0.22 6.10
C 1.55 1.15 -5.60
H 1.67 1.37 -6.67
H -2.16 0.06 7.73
H -1.28 2.00 0.83
Ir -0.21 -0.50 -0.21
C 0.15 0.56 -5.34
C -1.90 -0.16 1.15
C -1.02 0.56 5.96
H -1.93 1.22 -5.49
H 0.59 -3.15 0.32
H -1.76 1.52 -1.78
H 2.13 -0.55 7.98
C 0.25 0.51 5.34
C -0.03 -0.29 8.00
H -0.87 1.82 -6.77
C -1.86 0.80 -0.97
N 0.40 0.90 2.77
H 0.74 -1.47 -5.90
H -1.04 -1.17 -5.96
H -2.45 -1.09 -2.04
C -2.22 -0.58 -1.12
H 1.36 -1.25 2.11
H -0.73 2.53 -5.16
H -0.14 -0.66 9.03
C -1.16 0.11 7.27
C -1.63 1.06 0.42
C -0.92 1.59 -5.70
C 1.96 -0.05 0.29
H -1.88 0.93 5.38
C -2.22 -1.18 0.19
H -2.44 -2.23 0.40
H 2.30 0.90 0.69
H 1.21 -2.24 -2.14
H 2.39 0.32 5.65
H 1.67 2.09 -5.06
C 1.04 -2.19 0.10
C 1.36 -1.70 -1.22
C 0.35 0.72 3.93
C -0.04 -0.74 -6.13
H 2.34 0.44 -5.32
H 2.27 0.24 -1.91
H -1.85 -0.28 2.22
Cl 0.00 0.18 -3.54
H 0.03 -0.52 -7.21
C 1.25 -0.23 7.42
C 1.43 -1.17 1.04
C 1.93 -0.39 -1.09

[2]
90
Properties=species:S:1:pos:R:3 method="wB97M-V/def2-TZVPD" total_charge=-1 homo_ha="-0.15541 / -0.15604"
C -0.94 2.70 0.67
C -1.66 3.49 -1.50
C -1.79 3.64 1.29
C -3.71 0.62 -1.76
C 0.88 -0.54 4.19
C -0.87 2.65 -0.71
H 2.72 0.23 6.99
H -0.51 -2.56 6.59
C 1.12 -1.21 6.94
Br 3.94 -0.18 -5.85
H 1.91 1.55 -4.52
O -0.23 -0.54 -1.93
C 1.84 0.06 5.03
H 3.96 -1.22 -0.96
H -3.06 -0.30 -4.01
H 4.70 -1.48 -3.29
C -0.75 -3.39 -1.29
H 2.52 0.80 4.61
N -3.10 1.10 0.36
C -2.52 2.22 4.45
C -2.57 4.51 0.50
H -0.97 2.78 4.48
C 0.89 2.01 -2.09
H 1.81 -1.77 -2.85
O -1.78 -0.58 -3.59
O 1.70 0.78 2.39
H -1.08 -4.64 -5.53
C 3.36 0.02 -4.06
C 0.15 -1.82 6.14
C -4.14 1.14 -0.55
C -0.99 2.78 3.40
H -2.65 -4.56 -4.63
H -2.42 4.37 3.23
C 0.85 -0.11 2.73
H 1.20 -1.47 7.99
C -1.71 1.30 2.37
C -2.36 0.28 -1.48
C 1.96 -0.26 6.38
C 0.43 -2.64 -1.45
H -0.88 0.86 1.82
C 2.37 0.94 -3.76
C -1.74 -3.99 -4.91
C -1.38 -0.33 -2.41
H -3.11 5.08 -1.51
C 3.93 -0.76 -3.06
H -2.36 2.50 5.48
C -3.76 2.43 3.85
H -1.00 -1.57 0.00
H 0.57 -2.54 -4.84
C -0.99 -3.53 -3.70
H 2.54 -3.98 1.04
C -4.55 0.51 -2.96
C 0.03 -1.50 4.77
H -4.97 2.26 2.13
C -1.45 -3.83 -2.41
C -2.96 1.50 1.74
H -4.57 2.87 4.42
N -0.18 1.84 1.34
C -1.80 3.67 2.69
C 2.50 0.31 -1.36
O -5.72 0.87 -2.99
C 2.33 -3.65 0.00
O 0.80 -2.41 1.41
Br -1.35 -2.45 3.87
H -2.05 -3.11 -5.51
H -1.62 3.41 -2.58
C 1.95 1.05 -2.43
N 0.00 1.69 -1.21
H -1.12 -3.63 -0.30
C 0.90 -2.34 -2.73
S 1.34 -2.10 0.00
O 2.12 0.46 -0.14
Sc 0.00 0.00 0.00
C -3.98 2.07 2.51
H -2.36 -4.41 -2.28
C -1.49 1.66 3.71
C -2.51 4.42 -0.90
C -0.21 1.89 2.69
O -4.02 -0.02 -4.09
O 0.00 -0.62 1.94
C 3.50 -0.61 -1.74
Cl -5.69 1.76 -0.17
H -3.22 5.24 0.96
N -2.00 0.57 -0.23
H 1.80 -4.50 -0.47
H 0.92 3.00 -2.59
C 0.19 -2.78 -3.85
H -0.52 1.49 4.15
H 3.31 -3.45 -0.49
H 0.45 1.18 3.17

[3]
9
Properties=species:S:1:pos:R:3 method="wB97M-V/def2-TZVPD" de_lowest_ev=4.400 homo_ha=-0.33611 smiles="NC#CC(=O)O"
H -1.59 -0.42 -2.51
O 2.68 0.03 0.91
C 0.42 -0.03 0.01
N -1.48 -0.20 -1.53
O 0.38 0.46 1.90
H 0.61 -0.20 2.58
C -0.27 0.00 -1.06
H -2.30 0.10 -1.02
C 1.54 0.25 0.72

[4]
28
Properties=species:S:1:pos:R:3 method="wB97M-V/def2-TZVPD" de_lowest_ev=1.077 total_charge=+1 multiplicity=5 s2=6.014 homo_ha="-0.42979 / -0.43146"
C 3.36 1.01 -0.28
H 5.27 -4.77 -0.72
C 3.30 -1.44 -0.27
C 2.99 -0.42 2.92
O 0.52 0.10 5.44
C 2.76 -0.17 0.07
H 6.37 -2.62 -1.22
O 4.13 -0.38 2.53
C 1.76 -0.24 2.21
O 3.14 -1.42 5.15
C 4.59 1.00 -0.93
I 0.48 -3.00 -0.02
C 5.34 -2.65 -0.91
H 5.04 1.94 -1.22
C 2.54 -0.78 4.36
C 5.25 -0.20 -1.11
H 2.88 1.94 0.00
O -0.58 -0.35 2.62
C 3.36 -3.88 -0.36
C 2.66 -2.70 -0.18
O 1.60 -0.08 0.86
H 6.24 -0.21 -1.53
C 0.60 -0.30 3.02
Ru -0.70 -0.67 0.39
C 4.64 -1.43 -0.77
C 4.73 -3.84 -0.65
H 2.86 -4.83 -0.29
C 1.07 -0.28 4.46

[5]
70
Properties=species:S:1:pos:R:3 method="wB97M-V/def2-TZVPD" de_lowest_ev=0.445 total_charge=+1 homo_ha=-0.36297
Cl 3.64 -1.59 0.61
Cl 1.80 -6.30 2.40
H -2.12 -2.75 -5.37
N 0.92 2.33 -0.47
Cl 4.09 -4.60 1.15
C 1.13 -1.90 1.50
H 2.15 3.10 2.06
H 1.67 -2.99 -2.38
C -3.76 2.98 0.51
C -4.74 3.36 1.42
N -3.36 1.73 0.36
P 2.16 -0.67 -1.84
C -5.35 2.38 2.19
H 0.94 2.21 -1.48
H 0.09 4.27 -0.58
H 2.98 2.23 -0.71
H 1.28 -0.12 3.26
C -4.96 1.06 2.01
Se -4.54 -1.02 -1.33
C 0.39 -4.00 2.52
H 4.24 -0.40 -3.07
C -1.11 -3.17 -3.51
C 2.26 2.74 -0.07
H 2.94 -2.31 -3.43
H 0.17 -0.69 -3.20
H 2.41 3.82 -0.19
H 2.69 0.33 1.53
C -0.46 3.45 1.30
H -6.14 2.62 2.88
Sn 0.15 -0.08 0.34
H 3.32 -2.82 -1.77
H 3.53 1.17 -2.68
H -5.41 0.25 2.55
C -3.96 0.80 1.09
H 0.93 0.90 -3.24
H -5.03 4.40 1.51
H 0.72 2.85 3.69
H 3.65 2.35 1.52
S -0.88 1.91 2.20
C 0.42 1.83 3.48
C -1.17 -2.99 -2.14
C -3.18 -1.99 -3.68
C 2.59 -3.86 1.55
C 2.56 2.35 1.39
C 0.20 -2.66 2.21
H -1.35 4.07 1.38
H -4.01 -1.58 -4.24
C 2.56 -2.37 -2.40
H -0.29 -3.71 -3.97
H 2.42 1.13 3.79
Cl -1.21 -1.85 2.75
C 1.12 -0.17 -3.27
H -3.30 3.71 -0.14
C 1.59 0.92 3.11
C -0.15 3.27 -0.18
Se -3.42 -1.01 0.68
H 4.39 0.25 -1.43
C -3.14 -1.87 -2.29
Cl -0.83 -4.90 3.33
H -0.40 -3.38 -1.48
H 1.61 -0.42 -4.21
H 0.35 3.94 1.83
N 1.99 1.05 1.71
H -0.08 1.43 4.35
C 3.73 0.18 -2.29
H -1.05 2.89 -0.67
C 1.58 -4.62 2.14
C -2.14 -2.65 -4.29
C 2.34 -2.53 1.25
N -2.15 -2.33 -1.54

[6]
41
Properties=species:S:1:pos:R:3 method="wB97M-V/def2-TZVPD" total_charge=-1 multiplicity=5 s2=6.017 homo_ha="-0.05862 / -0.11581"
C 0.51 1.77 0.40
H 1.67 0.15 0.72
H -3.19 1.98 0.52
H 3.36 -3.06 -0.76
Cr -0.70 -0.74 0.89
H -3.50 2.49 2.22
H -0.54 2.29 -1.36
H 4.30 -2.39 -3.03
C -2.20 0.34 -1.70
H -3.61 0.08 2.96
H 2.48 -2.23 -2.98
H 0.53 0.77 -1.49
O 0.32 -2.37 1.82
H -4.76 1.79 1.26
H 2.33 2.79 1.16
H 1.36 0.99 1.95
O -0.12 -4.63 0.44
C -3.69 1.74 1.45
P -0.30 -3.07 0.57
O 0.17 -2.02 -0.50
H 2.63 1.89 -0.29
O -1.81 0.46 2.32
H 1.67 -1.62 -0.70
H -1.73 1.15 2.98
O -1.29 0.55 -0.60
H -3.32 -0.40 1.32
H -2.62 1.32 -1.92
C -3.17 0.41 2.02
O -1.70 -2.52 0.82
H -1.71 -0.06 -2.59
H 3.60 -0.88 -2.81
H 4.40 -1.74 -0.57
C 3.44 -1.93 -2.55
H -0.10 2.41 1.04
O 2.51 -1.17 -0.60
C 1.87 2.46 0.23
C 3.47 -2.02 -1.07
H 1.73 3.37 -0.36
C -0.16 1.37 -0.91
N 0.87 0.61 1.15
H -3.00 -0.35 -1.43

[7]
8
Properties=species:S:1:pos:R:3 method="wB97M-V/def2-TZVPD" de_lowest_ev=0.964 homo_ha=-0.33209 smiles=NCO
N -0.81 0.92 0.37
H -1.07 0.57 1.27
O 0.49 -1.20 -0.32
H 1.22 0.45 0.30
H -0.68 1.89 0.31
H -0.09 -1.65 0.39
C 0.31 0.21 -0.19
H 0.56 0.62 -1.11